DFT (wB97M-V/def2-TZVPD) results for a molecular structure, C58H80GeN10O6P4V at a distorted geometry.

Last column: Mulliken charge in e.
Atoms and positions in Å:
V: 0.604 1.304 0.001  0.829
C: -3.222 0.628 -4.489  -1.421
C: -1.775 0.429 -4.912  0.238
C: -1.667 -0.922 -5.621  -1.749
P: -0.553 0.704 -3.507  0.958
C: -0.105 -1.042 -3.029  -1.218
N: -1.168 -1.550 -2.145  0.865
Ge: -1.330 -0.857 -0.347  0.949
N: -2.987 0.398 -0.541  0.511
C: -2.866 1.815 -0.709  -2.603
P: -1.439 2.556 0.144  2.691
C: -2.066 2.850 1.884  1.285
C: -1.669 4.223 2.438  -1.915
C: -3.555 2.587 2.099  -1.919
C: -1.384 4.232 -0.646  0.568
C: -2.755 4.899 -0.770  -1.596
C: -0.693 4.208 -2.013  -1.454
C: -4.181 -0.136 -0.948  0.234
C: -5.318 0.580 -1.375  -0.556
C: -6.459 -0.079 -1.803  -1.074
C: -6.514 -1.465 -1.838  -1.123
C: -5.406 -2.184 -1.411  0.218
C: -4.281 -1.530 -0.949  -0.932
N: -3.114 -2.227 -0.433  1.407
C: -2.649 -3.244 -1.376  -0.179
C: -3.145 -4.528 -1.369  -0.002
C: -2.802 -5.412 -2.386  -1.354
C: -1.949 -4.976 -3.386  -1.042
C: -1.393 -3.703 -3.356  -0.354
C: -1.708 -2.806 -2.329  0.460
C: -3.284 -2.693 0.925  -0.274
C: -4.497 -2.905 1.544  -0.241
C: -4.539 -3.418 2.835  -1.254
C: -3.346 -3.687 3.482  -1.074
C: -2.124 -3.417 2.883  -0.217
C: -2.052 -2.897 1.572  0.163
N: -0.948 -2.560 0.821  0.391
C: 0.368 -2.766 1.423  -0.706
P: 1.588 -3.515 0.234  0.260
C: 3.026 -3.613 1.435  0.252
C: 3.673 -2.237 1.579  -0.586
C: 4.085 -4.612 0.956  -1.917
C: 1.086 -5.316 0.232  0.607
C: 0.505 -5.874 1.528  -1.595
C: 0.125 -5.558 -0.932  -1.538
C: 0.828 1.416 -4.552  0.438
C: 2.089 1.659 -3.743  -1.253
C: 1.188 0.659 -5.831  -1.758
H: -3.897 0.354 -5.305  0.482
H: -3.438 1.664 -4.224  0.272
H: -3.463 -0.009 -3.647  0.181
H: -1.522 1.227 -5.619  0.853
H: -2.057 -1.719 -4.986  0.251
H: -0.654 -1.180 -5.920  0.285
H: -2.280 -0.892 -6.525  0.568
H: 0.867 -1.042 -2.526  -0.700
H: 0.003 -1.654 -3.920  1.080
H: -3.743 2.340 -0.324  0.957
H: -2.755 2.110 -1.761  0.107
H: -1.527 2.092 2.447  -1.017
H: -2.339 5.001 2.072  0.404
H: -0.652 4.509 2.168  0.381
H: -1.737 4.220 3.528  0.399
H: -4.177 3.290 1.543  0.356
H: -3.787 2.716 3.160  0.522
H: -3.834 1.572 1.813  0.290
H: -0.750 4.824 0.020  0.693
H: -3.393 4.359 -1.471  0.167
H: -2.629 5.913 -1.156  0.505
H: -3.280 4.972 0.182  0.334
H: -1.313 3.710 -2.761  0.155
H: 0.269 3.696 -1.978  0.181
H: -0.519 5.234 -2.346  0.564
H: -5.303 1.660 -1.410  0.473
H: -7.308 0.506 -2.136  0.398
H: -7.394 -1.983 -2.193  0.442
H: -5.420 -3.266 -1.445  0.536
H: -3.810 -4.836 -0.571  0.538
H: -3.201 -6.417 -2.393  0.400
H: -1.682 -5.645 -4.195  0.382
H: -0.688 -3.431 -4.129  0.447
H: -5.419 -2.680 1.023  0.562
H: -5.490 -3.618 3.310  0.425
H: -3.359 -4.116 4.477  0.420
H: -1.225 -3.617 3.446  0.480
H: 0.305 -3.453 2.258  0.642
H: 0.806 -1.833 1.803  -0.969
H: 2.646 -3.930 2.413  0.354
H: 4.317 -2.039 0.719  0.542
H: 4.289 -2.181 2.481  0.599
H: 2.927 -1.439 1.623  -0.681
H: 4.252 -4.503 -0.119  0.382
H: 3.803 -5.646 1.153  0.415
H: 5.036 -4.427 1.461  0.423
H: 2.018 -5.841 0.010  0.809
H: -0.493 -5.471 1.710  0.132
H: 1.132 -5.660 2.398  0.274
H: 0.407 -6.960 1.454  0.529
H: -0.793 -4.982 -0.798  0.052
H: -0.148 -6.615 -1.003  0.538
H: 0.572 -5.255 -1.879  0.446
H: 0.428 2.399 -4.830  0.472
H: 2.639 0.734 -3.613  0.438
H: 1.863 2.069 -2.753  -0.427
H: 2.741 2.367 -4.263  0.629
H: 1.477 -0.372 -5.615  0.291
H: 2.045 1.142 -6.308  0.445
H: 0.375 0.653 -6.555  0.417
C: 0.325 -0.713 5.625  -1.083
N: -0.780 0.014 5.005  0.220
C: -0.695 1.419 5.400  -0.881
N: 0.599 2.037 5.120  0.194
C: 1.658 1.243 5.738  -1.194
N: 1.637 -0.155 5.309  0.305
C: 1.973 -0.319 3.901  -1.327
P: 0.755 0.549 2.757  3.203
C: -0.777 -0.158 3.557  -0.387
C: 0.837 2.168 3.689  0.082
H: 0.288 -1.757 5.307  0.334
H: 0.193 -0.671 6.708  0.310
H: -0.875 1.479 6.475  0.343
H: -1.480 1.979 4.884  0.274
H: 1.522 1.267 6.820  0.334
H: 2.624 1.681 5.486  0.477
H: 1.974 -1.386 3.670  0.311
H: 2.970 0.077 3.706  0.395
H: -0.808 -1.225 3.326  -0.041
H: -1.682 0.274 3.129  0.099
H: 0.127 2.872 3.269  -0.970
H: 1.839 2.567 3.533  0.448
N: 1.472 2.680 0.093  0.411
C: 2.241 3.836 0.168  -0.708
C: 2.245 4.635 1.313  0.333
C: 3.049 5.762 1.373  -1.288
C: 3.851 6.111 0.294  -0.773
C: 3.853 5.314 -0.844  -0.944
C: 3.058 4.182 -0.910  0.090
H: 1.637 4.345 2.159  0.386
H: 3.055 6.365 2.272  0.472
H: 4.475 6.993 0.342  0.394
H: 4.483 5.572 -1.686  0.499
H: 3.068 3.551 -1.790  0.340
O: 3.088 -1.139 -1.860  -0.772
C: 2.873 -0.334 -0.985  -0.490
O: 1.696 -0.174 -0.418  -0.222
C: 4.015 0.571 -0.547  1.144
C: 4.051 1.219 0.679  0.163
C: 5.106 2.068 0.962  -0.255
C: 6.143 2.286 0.079  -0.676
C: 6.104 1.590 -1.110  -0.746
C: 5.067 0.738 -1.438  -0.600
N: 7.215 1.774 -2.067  1.089
O: 7.175 1.135 -3.096  -0.624
O: 8.091 2.555 -1.760  -0.640
N: 5.134 2.775 2.253  1.149
O: 5.990 3.611 2.423  -0.668
O: 4.289 2.472 3.077  -0.561
H: 3.276 1.063 1.412  -0.257
H: 6.953 2.959 0.315  0.669
H: 5.070 0.206 -2.378  0.696

Calculated values
HOMO energy (spin up / spin down) = -6.8 / -6.8 eV
orbital gap (spin up / spin down) = 0.2113 / 0.2114 hartree
spin multiplicity = 2
energy above the lowest of the compared OMol25 structures with the same formula, charge and spin = 0.0 kcal per mole
largest force on an atom = 2.11 eV Å⁻¹